This record from OMol25 describes a molecular structure, C28H37F4LaN3O2Si in a non-equilibrium geometry. The level of theory is ωB97M-V with the def2-TZVPD basis set.

```
76
C28H37F4LaN3O2Si (ωB97M-V with the def2-TZVPD basis set)
La -14.964 -4.106 -8.775
C -14.280 -4.995 -5.140
C -15.053 -3.708 -5.086
N -16.016 -3.498 -6.227
C -16.510 -2.050 -6.150
C -17.550 -1.605 -7.157
C -17.168 -4.455 -6.086
C -17.472 -5.174 -7.374
N -16.304 -5.805 -7.940
C -15.822 -6.944 -7.393
C -14.520 -7.341 -7.676
F -13.773 -6.427 -8.453
C -13.845 -8.451 -7.175
F -12.586 -8.690 -7.503
C -14.548 -9.303 -6.333
C -15.860 -8.952 -6.017
F -16.548 -9.781 -5.215
C -16.460 -7.825 -6.492
F -17.693 -7.481 -6.016
H -13.425 -4.994 -4.479
H -14.906 -5.859 -4.936
H -13.863 -5.112 -6.141
H -15.602 -3.662 -4.143
H -14.406 -2.789 -5.084
H -16.889 -1.849 -5.134
H -15.595 -1.455 -6.277
H -18.471 -2.165 -7.006
H -17.845 -0.602 -6.898
H -17.161 -1.611 -8.183
H -16.865 -5.201 -5.356
H -18.034 -3.893 -5.701
H -18.320 -5.846 -7.275
H -17.787 -4.455 -8.147
H -14.164 -10.247 -5.995
C -15.383 -6.552 -11.169
Si -14.122 -5.432 -12.004
C -12.687 -6.559 -12.439
C -14.861 -4.787 -13.628
N -13.764 -4.125 -10.917
C -12.580 -3.401 -11.021
C -11.950 -3.061 -12.191
C -10.740 -2.385 -12.246
C -10.085 -2.003 -11.093
C -10.758 -2.209 -9.879
C -11.957 -2.879 -9.857
O -12.722 -2.962 -8.646
C -11.952 -3.228 -7.493
C -12.107 -2.353 -6.429
C -11.437 -2.604 -5.198
C -10.619 -3.723 -5.102
C -10.486 -4.571 -6.185
C -11.122 -4.324 -7.401
H -15.521 -7.444 -11.780
H -16.370 -6.096 -10.952
H -14.979 -6.885 -10.215
H -12.964 -7.061 -13.346
H -12.506 -7.322 -11.679
H -11.785 -6.005 -12.688
H -14.074 -4.385 -14.273
H -15.619 -3.988 -13.542
H -15.271 -5.586 -14.189
H -12.404 -3.361 -13.118
H -10.259 -2.138 -13.201
H -9.111 -1.505 -11.024
H -10.339 -1.844 -8.945
H -12.822 -1.527 -6.523
H -11.546 -1.923 -4.344
H -10.177 -3.969 -4.144
H -9.925 -5.470 -6.127
H -11.037 -5.027 -8.237
C -17.635 -2.676 -10.655
O -16.202 -2.781 -10.466
H -17.910 -3.262 -11.549
H -17.914 -1.641 -10.782
H -18.092 -3.081 -9.789
H -15.744 -2.635 -11.294
```

Output
Net charge: +1
HOMO energy (eV): -10.14
Electronic energy (hartree): -2124.3209
LUMO (eV): -2.4
Frontier orbital gap (eV): 7.696
Largest force on an atom (Eh/bohr): 0.0336


This record from OMol25 describes 12 unconnected molecules or ions with the total composition C48H81N7O10S5 in a non-equilibrium geometry. The level of theory is ωB97M-V with the def2-TZVPD basis set.

```
151
C48H81N7O10S5 (ωB97M-V with the def2-TZVPD basis set)
O 2.685 18.538 -26.705
S 1.481 19.223 -26.297
O 1.476 19.940 -25.038
C 0.979 20.394 -27.578
C -0.026 19.621 -28.449
C -0.866 18.736 -27.529
C -0.013 18.165 -26.400
H 1.885 20.726 -28.078
H 0.460 21.245 -27.132
H -0.588 20.307 -29.077
H 0.593 18.987 -29.094
H -1.334 17.944 -28.107
H -1.646 19.347 -27.070
H 0.273 17.125 -26.544
H -0.475 18.247 -25.419
O 1.990 12.337 -19.179
S 2.905 12.219 -20.297
O 3.905 11.176 -20.305
C 2.030 12.193 -21.866
C 2.051 13.654 -22.338
C 3.467 14.170 -22.035
C 3.734 13.813 -20.584
H 1.040 11.772 -21.742
H 2.631 11.635 -22.584
H 1.769 13.730 -23.385
H 1.340 14.240 -21.747
H 3.512 15.252 -22.158
H 4.169 13.786 -22.779
H 3.298 14.538 -19.897
H 4.772 13.641 -20.306
O 0.157 24.595 -23.721
S -0.581 23.506 -24.298
O -0.140 22.926 -25.548
C -0.813 22.109 -23.161
C -2.124 21.468 -23.611
C -3.117 22.593 -23.978
C -2.358 23.877 -24.336
H -0.932 22.490 -22.146
H 0.019 21.415 -23.230
H -1.969 20.879 -24.516
H -2.538 20.848 -22.818
H -3.748 22.844 -23.126
H -3.783 22.286 -24.784
H -2.533 24.613 -23.553
H -2.459 24.382 -25.298
O -0.904 12.878 -22.603
S -2.021 12.038 -22.227
O -2.378 10.880 -23.003
C -1.793 11.588 -20.476
C -2.962 12.204 -19.690
C -4.116 12.495 -20.658
C -3.505 13.032 -21.939
H -0.845 11.986 -20.119
H -1.771 10.500 -20.455
H -3.282 11.573 -18.862
H -2.626 13.127 -19.216
H -4.765 13.273 -20.254
H -4.695 11.602 -20.890
H -3.117 14.049 -21.816
H -4.106 13.051 -22.846
O -3.145 19.875 -18.726
S -3.451 18.703 -19.521
O -3.286 18.679 -20.955
C -2.641 17.246 -18.776
C -3.688 16.652 -17.823
C -4.983 16.742 -18.629
C -5.139 18.180 -19.080
H -1.681 17.522 -18.348
H -2.489 16.536 -19.589
H -3.402 15.621 -17.629
H -3.761 17.238 -16.907
H -5.850 16.360 -18.083
H -4.948 16.069 -19.494
H -5.400 18.823 -18.240
H -5.813 18.351 -19.915
C -0.892 14.392 -17.432
C -0.567 15.298 -16.388
C 0.384 16.158 -16.873
N 0.648 15.800 -18.168
C -0.121 14.721 -18.515
H -1.651 13.631 -17.348
H -0.992 15.302 -15.398
H 0.907 16.989 -16.429
H 1.299 16.265 -18.781
H 0.105 14.259 -19.464
C -3.439 16.173 -26.052
C -3.086 15.537 -24.842
C -1.991 14.741 -25.084
N -1.700 14.860 -26.413
C -2.600 15.672 -27.035
H -4.275 16.824 -26.250
H -3.576 15.682 -23.892
H -1.337 14.140 -24.474
H -0.979 14.350 -26.894
H -2.591 15.929 -28.080
C 4.721 20.421 -17.331
C 4.656 19.226 -16.576
C 3.615 18.486 -17.092
N 3.063 19.199 -18.126
C 3.774 20.341 -18.326
H 5.413 21.230 -17.166
H 5.257 18.904 -15.741
H 3.223 17.508 -16.867
H 2.381 18.785 -18.742
H 3.561 21.091 -19.069
C 2.257 22.282 -21.769
C 1.460 21.845 -20.693
C 1.241 22.919 -19.867
N 1.819 24.006 -20.460
C 2.425 23.642 -21.624
H 2.673 21.668 -22.553
H 1.113 20.850 -20.463
H 0.705 22.988 -18.936
H 1.799 24.931 -20.072
H 2.910 24.328 -22.295
C 6.373 16.002 -23.439
C 6.065 17.313 -24.166
C 4.582 17.685 -24.183
C 3.665 16.652 -24.634
N 2.943 15.819 -24.960
H 5.872 15.151 -23.893
H 6.123 16.071 -22.378
H 7.457 15.869 -23.468
H 6.387 17.213 -25.205
H 6.617 18.132 -23.710
H 4.440 18.597 -24.764
H 4.233 17.948 -23.174
C 1.283 20.537 -15.320
C 0.485 21.425 -16.275
C -0.633 20.648 -16.994
C -0.175 19.820 -18.098
N 0.212 19.113 -18.916
H 1.525 19.586 -15.786
H 0.679 20.343 -14.428
H 2.179 21.056 -14.986
H 1.158 21.825 -17.038
H 0.052 22.275 -15.750
H -1.431 21.316 -17.317
H -1.117 19.947 -16.304
C -0.942 16.361 -22.203
C -0.478 17.804 -22.333
C 1.030 18.015 -22.444
C 1.845 17.526 -21.338
N 2.516 17.122 -20.497
H -0.561 15.928 -21.269
H -0.577 15.729 -23.009
H -2.026 16.312 -22.104
H -0.793 18.282 -21.400
H -1.004 18.350 -23.116
H 1.171 19.089 -22.570
H 1.407 17.506 -23.338
```

Output
HOMO energy (eV): -7.84
Energy above the lowest of the compared OMol25 structures with the same formula, charge and spin (eV): 0.000
Electronic energy (hartree): -5004.1531
LUMO (eV): 0.2
Frontier orbital gap (eV): 8.003
Largest force on an atom (Eh/bohr): 0.0344


This record from OMol25 describes 2 unconnected molecules or ions with the total composition C10H16O in a non-equilibrium geometry. The level of theory is ωB97M-V with the def2-TZVPD basis set.

```
27
C10H16O (ωB97M-V with the def2-TZVPD basis set)
C -0.533 -2.272 2.321
C 0.342 -0.036 2.741
C -0.597 -0.817 1.999
C 0.556 1.295 2.438
C -0.109 1.810 1.323
C -1.400 -0.191 1.012
C -1.152 1.093 0.645
O 0.087 2.962 0.693
H 0.747 -0.545 3.605
H 1.137 1.970 3.036
H 0.308 -2.560 2.959
H -0.879 -2.931 1.540
H -2.164 -0.750 0.491
H 0.667 3.605 1.160
H -1.625 1.624 -0.173
H -1.340 -2.438 3.096
C 0.712 -1.085 -2.986
C 0.742 -2.204 -4.103
C 0.823 0.164 -3.908
H 1.567 -1.109 -2.323
H -0.279 -1.082 -2.538
H 0.081 -1.961 -4.948
H 1.786 -2.428 -4.273
H 1.933 0.151 -4.064
H 0.100 -3.056 -3.795
H 0.921 1.079 -3.244
H 0.160 0.249 -4.754
```

Output
Net charge: +1
HOMO energy (alpha / beta) (eV): -12.87 / -12.87
Energy above the lowest of the compared OMol25 structures with the same formula, charge and spin (eV): 1.678
Electronic energy (hartree): -465.5221
LUMO (alpha / beta) (eV): -3.8 / -7.4
Frontier orbital gap (alpha / beta) (eV): 9.046 / 5.454
2S+1: 2
Largest force on an atom (Eh/bohr): 0.0961


This record from OMol25 describes a molecular structure, C48H57BaN2O3P2S4Se2. The level of theory is ωB97M-V with the def2-TZVPD basis set.

```
119
C48H57BaN2O3P2S4Se2 (ωB97M-V with the def2-TZVPD basis set)
Ba 0.080 0.164 0.594
C -1.877 4.745 -7.003
S -1.114 3.150 -7.392
C 0.512 3.417 -6.627
C 0.527 3.193 -5.121
C 0.354 1.719 -4.770
N 0.413 1.472 -3.328
P 1.791 0.937 -2.435
C 3.155 1.174 -3.628
C 3.773 2.405 -3.844
C 4.782 2.520 -4.788
C 5.184 1.412 -5.521
C 4.580 0.181 -5.306
C 3.574 0.063 -4.359
C 2.108 2.361 -1.331
C 3.159 2.223 -0.421
C 3.483 3.248 0.451
C 2.746 4.424 0.431
C 1.699 4.573 -0.467
C 1.382 3.548 -1.348
P -0.981 1.217 -2.370
C -2.121 2.585 -2.755
C -2.208 3.606 -1.808
C -3.023 4.707 -2.036
C -3.765 4.784 -3.204
C -3.697 3.762 -4.143
C -2.880 2.665 -3.923
C -1.801 -0.228 -3.142
C -1.061 -1.210 -3.786
C -1.677 -2.371 -4.237
C -3.036 -2.557 -4.044
C -3.785 -1.581 -3.397
C -3.170 -0.427 -2.944
H -2.894 4.709 -7.390
H -1.334 5.547 -7.499
H -1.910 4.911 -5.928
H 0.837 4.426 -6.882
H 1.193 2.723 -7.124
H -0.266 3.775 -4.642
H 1.476 3.544 -4.708
H 1.127 1.134 -5.280
H -0.604 1.358 -5.148
H 3.471 3.275 -3.274
H 5.258 3.479 -4.948
H 5.973 1.504 -6.255
H 4.898 -0.684 -5.872
H 3.106 -0.901 -4.186
H 3.748 1.312 -0.430
H 4.297 3.127 1.153
H 2.986 5.224 1.120
H 1.129 5.494 -0.484
H 0.588 3.672 -2.073
H -1.643 3.528 -0.884
H -3.087 5.497 -1.299
H -4.405 5.639 -3.382
H -4.281 3.820 -5.052
H -2.838 1.876 -4.664
H 0.004 -1.073 -3.937
H -1.094 -3.129 -4.744
H -3.514 -3.459 -4.405
H -4.849 -1.721 -3.254
H -3.755 0.336 -2.441
C 1.475 -4.378 -0.231
Se 1.542 -2.622 -1.079
C 3.466 -2.340 -0.877
C 3.954 -2.283 0.560
Se 3.283 -0.713 1.531
C 2.528 -1.595 3.087
H 2.206 -5.032 -0.701
H 0.476 -4.767 -0.411
H 1.656 -4.309 0.838
H 3.664 -1.408 -1.410
H 3.965 -3.144 -1.419
H 5.043 -2.237 0.580
H 3.651 -3.164 1.124
H 3.314 -2.063 3.674
H 1.785 -2.334 2.788
H 2.054 -0.803 3.663
O -1.705 -1.520 -0.171
S -2.893 -2.422 0.030
C -2.457 -3.398 1.533
C -3.463 -3.536 2.669
C -3.385 -2.402 3.694
C -2.090 -2.447 4.512
S -1.030 -0.987 4.288
O -1.030 -0.748 2.801
C -2.136 0.237 4.978
C -2.661 1.207 4.142
C -3.495 2.177 4.681
C -3.788 2.168 6.036
C -3.239 1.199 6.866
C -2.398 0.231 6.342
C -4.227 -1.374 0.585
C -3.993 -0.035 0.858
C -5.051 0.779 1.231
C -6.332 0.252 1.322
C -6.564 -1.081 1.014
C -5.513 -1.898 0.626
H -1.543 -2.900 1.861
H -2.195 -4.371 1.116
H -3.269 -4.485 3.176
H -4.480 -3.611 2.282
H -4.237 -2.471 4.370
H -3.475 -1.443 3.180
H -1.456 -3.290 4.226
H -2.261 -2.520 5.587
H -2.399 1.212 3.093
H -3.907 2.948 4.043
H -4.437 2.927 6.454
H -3.455 1.204 7.926
H -1.949 -0.510 6.993
H -2.995 0.368 0.756
H -4.870 1.825 1.440
H -7.158 0.887 1.612
H -7.568 -1.481 1.057
H -5.695 -2.929 0.344
O -0.801 2.441 1.440
S 0.284 2.722 2.465
N 1.220 1.621 2.718
```

Output
Net charge: +1
HOMO energy (eV): -10.05
Energy above the lowest of the compared OMol25 structures with the same formula, charge and spin (eV): 0.000
Electronic energy (hartree): -9302.2262
LUMO (eV): -1.8
Frontier orbital gap (eV): 8.246
Largest force on an atom (Eh/bohr): 0.0145


This record from OMol25 describes a molecular structure, C7H22N6O in a non-equilibrium geometry. The level of theory is ωB97M-V with the def2-TZVPD basis set.

```
36
C7H22N6O (ωB97M-V with the def2-TZVPD basis set)
C 1.048 0.491 0.083
C 1.394 1.463 -0.797
C 1.442 -2.037 -1.997
C -3.058 0.202 1.749
C -0.243 -0.783 -0.547
C 0.427 -2.160 -0.877
C -1.695 0.617 1.074
N 2.531 2.214 -0.634
N -1.912 1.502 -0.118
N 0.759 -0.598 2.276
N 1.529 0.181 1.298
N 0.332 1.730 -1.815
N -1.104 -0.651 0.639
O 0.976 -2.633 0.329
H 2.189 -1.230 -1.652
H 1.986 -2.940 -2.371
H 0.860 -1.790 -2.902
H -3.448 -0.655 1.320
H -3.720 1.106 1.596
H -2.987 0.021 2.801
H -0.893 -0.446 -1.349
H -0.429 -2.906 -1.098
H -1.062 1.175 1.733
H 2.345 3.199 -0.812
H 3.420 1.789 -0.910
H -2.811 1.348 -0.622
H -2.023 2.456 0.344
H 0.703 -0.012 3.077
H 1.265 -1.464 2.305
H 2.258 0.764 1.629
H 0.416 2.718 -2.146
H -0.667 1.581 -1.293
H 0.479 1.063 -2.617
H -0.363 -0.875 1.507
H -1.730 -1.437 0.599
H 1.786 -3.002 0.200
```

Output
Net charge: +2
HOMO energy (alpha / beta) (eV): -12.03 / -16.90
Electronic energy (hartree): -682.8575
LUMO (alpha / beta) (eV): -5.9 / -8.5
Frontier orbital gap (alpha / beta) (eV): 6.102 / 8.419
2S+1: 3
Largest force on an atom (Eh/bohr): 0.1468


This record from OMol25 describes a single C8H16N2O4S molecule in a non-equilibrium geometry. The level of theory is ωB97M-V with the def2-TZVPD basis set.

```
31
C8H16N2O4S (ωB97M-V with the def2-TZVPD basis set)
C 3.539 3.076 3.672
S 2.656 1.625 3.063
C 2.652 2.143 1.277
C 1.933 1.126 0.408
C 0.403 1.101 0.385
N -0.236 0.627 1.584
C -0.044 0.237 -0.859
O 0.348 0.469 -2.010
N -0.985 -0.637 -0.520
C -1.454 -1.773 -1.307
C -2.188 -2.784 -0.396
O -2.671 -3.844 -1.133
C -2.320 -1.357 -2.488
O -3.380 -1.868 -2.774
O -1.786 -0.436 -3.259
H 2.931 4.003 3.485
H 3.695 2.949 4.757
H 4.499 3.223 3.188
H 2.161 3.126 1.246
H 3.676 2.282 0.890
H 2.308 1.295 -0.606
H 2.196 0.078 0.570
H 0.183 2.184 0.158
H -0.602 1.406 2.160
H 0.348 0.063 2.185
H -1.178 -0.535 0.503
H -0.604 -2.295 -1.755
H -1.480 -3.136 0.357
H -2.956 -2.207 0.172
H -3.450 -3.495 -1.613
H -0.891 -0.042 -2.920
```

Output
HOMO energy (eV): -9.10
Energy above the lowest of the compared OMol25 structures with the same formula, charge and spin (eV): 0.295
Electronic energy (hartree): -1123.1198
LUMO (eV): 0.4
Frontier orbital gap (eV): 9.548
Largest force on an atom (Eh/bohr): 0.0420


This record from OMol25 describes a single C6H10O3 molecule in a non-equilibrium geometry. The level of theory is ωB97M-V with the def2-TZVPD basis set.

```
19
C6H10O3 (ωB97M-V with the def2-TZVPD basis set)
C -2.305 -0.320 0.135
C -1.093 -0.652 -0.874
C -0.156 0.564 -0.939
C 0.769 0.361 0.260
C 2.263 0.418 -0.058
O 0.419 1.290 1.269
C 0.396 -1.061 0.743
O 0.878 -1.672 1.644
O -0.360 -1.692 -0.292
H -2.046 0.245 1.031
H -2.973 0.296 -0.462
H -2.819 -1.238 0.423
H -1.479 -0.989 -1.842
H 0.410 0.568 -1.871
H -0.705 1.499 -0.844
H 2.518 -0.328 -0.804
H 2.842 0.220 0.842
H 2.521 1.406 -0.427
H 0.921 1.084 2.067
```

Output
HOMO energy (eV): -10.20
Energy above the lowest of the compared OMol25 structures with the same formula, charge and spin (eV): 0.159
Electronic energy (hartree): -460.3446
LUMO (eV): 0.8
Frontier orbital gap (eV): 11.006
Largest force on an atom (Eh/bohr): 0.0545


This record from OMol25 describes a single C9H10O2 molecule in a non-equilibrium geometry. The level of theory is ωB97M-V with the def2-TZVPD basis set.

```
21
C9H10O2 (ωB97M-V with the def2-TZVPD basis set)
C -3.270 -0.118 0.060
C -2.482 -1.139 0.543
C -2.655 1.031 -0.366
C -1.112 -0.932 0.689
C -1.336 1.096 -0.574
C -0.454 0.125 0.003
C 1.756 -1.246 -0.739
C 0.962 0.061 0.132
C 3.078 1.067 0.458
O 1.537 -1.096 0.626
O 1.725 1.228 0.145
H -4.376 -0.101 0.118
H -2.967 -2.085 0.915
H -3.207 1.856 -0.802
H -0.463 -1.713 0.974
H -1.067 1.970 -1.063
H 1.011 -1.921 -1.287
H 2.769 -1.319 -1.057
H 3.527 0.469 1.194
H 3.470 2.089 0.454
H 3.554 0.678 -0.423
```

Output
HOMO energy (alpha / beta) (eV): -4.80 / -8.93
Energy above the lowest of the compared OMol25 structures with the same formula, charge and spin (eV): 0.000
Electronic energy (hartree): -499.1644
LUMO (alpha / beta) (eV): 0.8 / -2.2
Frontier orbital gap (alpha / beta) (eV): 5.620 / 6.740
2S+1: 3
Largest force on an atom (Eh/bohr): 0.1165